No. 1
The following is a DFT calculation (ωB97M-V with the def2-TZVPD basis set) of 5 unconnected molecules or ions with the total composition C17H45ClN3O9.

frontier orbital gap = 8.08 eV
spin multiplicity = 1
E_HOMO = -5.7696 eV
charge = -1
LUMO = 0.0850 Eh

XYZ file:
```
75
Properties=species:S:1:pos:R:3:mulliken_charge:R:1
Cl 0.88885 2.80616 -1.11233 1.6381
O 1.19631 1.58214 -0.37565 -0.6614
O -0.12781 2.61530 -2.08946 -0.6521
O 0.52922 3.83277 -0.16669 -0.6624
O 2.11469 3.17623 -1.71570 -0.6616
C 6.63076 4.21727 3.14472 -1.3771
C 5.53532 3.38638 2.48355 0.5631
C 5.69328 1.84654 2.71254 -1.1305
O 4.28192 3.81323 2.94247 -0.5769
H 6.72137 4.07352 4.22139 0.3468
H 6.54918 5.29658 3.01609 0.3230
H 7.61672 3.85682 2.85137 0.3649
H 5.63987 3.62808 1.42584 0.2065
H 5.85124 1.61133 3.76507 0.2916
H 6.60206 1.53469 2.19779 0.3308
H 4.77968 1.34493 2.39346 0.3280
H 3.55818 3.46169 2.41882 0.3278
C 1.73227 -1.39540 -5.76591 -0.7282
O 2.86521 -2.34450 -5.73991 -0.3746
C 3.07026 -2.79151 -4.42890 -0.5529
C 2.10348 -3.86576 -4.04673 -0.8083
N 2.04605 -4.98164 -4.93691 -0.3257
C 3.27986 -5.79293 -4.86832 -0.4628
C 3.10713 -6.98118 -5.79135 -0.7577
O 3.24302 -6.36889 -7.13438 -0.2908
C 2.66008 -7.14874 -8.14312 -0.7731
H 0.77016 -1.81117 -5.46659 0.2744
H 1.69277 -0.90234 -6.73721 0.2685
H 1.96078 -0.61446 -5.04064 0.3617
H 3.10670 -1.98704 -3.69432 0.4320
H 4.09648 -3.15795 -4.40241 0.3512
H 1.14825 -3.34191 -4.01175 0.3493
H 2.32884 -4.20066 -3.03423 0.3772
H 2.10981 -4.54781 -5.84676 0.3161
H 3.54967 -6.10629 -3.85980 0.4407
H 4.15484 -5.32358 -5.31801 0.2617
H 2.09521 -7.36645 -5.66610 0.3562
H 3.84122 -7.75147 -5.55498 0.4254
H 3.31745 -7.99964 -8.32179 0.2976
H 2.62325 -6.57045 -9.06633 0.2422
H 1.65594 -7.52173 -7.94143 0.3201
C -6.43442 8.20930 5.51620 -1.3686
C -7.15314 7.04690 4.91765 0.6355
C -6.28398 6.01621 4.07359 -0.7961
O -5.42630 6.79225 3.21497 -0.3046
C -4.54158 5.87642 2.59010 -0.7710
N -7.99058 6.37743 5.93424 -0.7970
H -7.03546 8.82370 6.18655 0.3676
H -6.02059 8.84748 4.73545 0.3194
H -5.55714 7.85908 6.06010 0.3125
H -7.86216 7.50137 4.22566 0.1548
H -6.81341 5.25856 3.49587 0.4201
H -5.73511 5.39049 4.77737 0.4050
H -5.16807 5.37014 1.85573 0.3174
H -4.09859 5.07736 3.18454 0.3045
H -3.73720 6.32301 2.00561 0.2836
H -8.72383 6.97297 6.29170 0.2654
H -8.56507 5.71929 5.42737 0.2517
C -1.01494 -4.63626 3.14856 -1.3757
C -1.77628 -4.30243 1.88584 0.3610
C -1.69222 -2.80820 1.38971 -0.6201
O -2.63788 -2.13440 2.19551 -0.3165
C -2.79957 -0.69916 1.99446 -0.7415
N -1.26427 -5.26388 0.86189 -0.7453
H -1.30190 -4.01720 3.99857 0.3487
H 0.03410 -4.38962 2.98495 0.3217
H -1.13403 -5.67318 3.46275 0.3385
H -2.84852 -4.46806 1.99057 0.3098
H -1.97337 -2.83710 0.33699 0.3119
H -0.65087 -2.49252 1.32615 0.3670
H -3.24976 -0.32922 1.07328 0.2754
H -1.77732 -0.32124 2.01151 0.3373
H -3.25697 -0.30232 2.90077 0.2571
H -1.78747 -5.07280 0.01936 0.2934
H -0.34147 -4.92444 0.63099 0.2784
```

---

No. 2
The following is a DFT calculation (ωB97M-V with the def2-TZVPD basis set) of 4 unconnected molecules or ions with the total composition C17H45N3O5.

frontier orbital gap = 10.01 eV
SMILES string = COC[C@H](C)N.COC[C@H](C)N.COCCNCCOC.CC(C)O
spin multiplicity = 1
E_HOMO = -9.2006 eV
LUMO = 0.0297 Eh

XYZ file:
```
70
Properties=species:S:1:pos:R:3:mulliken_charge:R:1
C 0.44407 -3.66159 1.93304 -1.5739
C 0.98937 -2.27800 2.26846 1.2435
C 0.16414 -1.23678 1.49825 -1.1317
O 0.90002 -2.12342 3.67845 -0.7127
H -0.43287 -3.93730 2.51461 0.3500
H 1.18314 -4.45890 2.05939 0.4050
H 0.21007 -3.70961 0.86677 0.3066
H 2.03616 -2.18837 1.95640 -0.0669
H 0.37407 -1.39500 0.44091 0.2997
H 0.48805 -0.21914 1.74518 0.1967
H -0.88446 -1.28634 1.78988 0.2597
H 1.37414 -1.30391 3.88553 0.3291
C 2.21229 2.46766 -0.30203 -0.6765
O 3.45413 1.84563 -0.00481 -0.4304
C 3.43404 0.85959 0.97343 -0.1699
C 3.13702 1.36784 2.38707 -0.8185
N 3.05490 0.28008 3.37532 -0.0563
C 4.25252 -0.56084 3.36366 -0.5540
C 4.11203 -1.54167 4.51211 -0.7527
O 5.31078 -2.18739 4.80180 -0.3644
C 5.35203 -2.99603 5.95726 -0.6909
H 1.48027 1.76649 -0.70519 0.2118
H 2.46472 3.16194 -1.10079 0.2874
H 1.85447 3.03675 0.55709 0.3328
H 4.38862 0.32563 0.93255 0.3108
H 2.76109 0.03234 0.68168 0.1483
H 2.16588 1.85654 2.30100 0.4506
H 3.93871 2.04086 2.70911 0.2894
H 2.99649 0.66556 4.31051 0.2649
H 5.20068 -0.00508 3.37523 0.4143
H 4.35105 -1.16053 2.45212 0.2579
H 3.24249 -2.19582 4.39508 0.5358
H 3.82212 -0.90992 5.37860 0.2472
H 4.64736 -2.58053 6.68440 0.3222
H 6.38276 -2.95389 6.30746 0.2467
H 5.12591 -4.05312 5.78808 0.2429
C -3.19094 2.62442 -4.79205 -1.4257
C -4.16859 2.46804 -3.67458 0.4622
C -4.88121 1.12296 -3.71952 -0.7365
O -5.94327 1.10680 -2.79230 -0.3474
C -6.41272 -0.19271 -2.52007 -0.6002
N -3.48226 2.60242 -2.35681 -0.5323
H -2.52171 1.76844 -4.90476 0.1910
H -2.60531 3.53319 -4.61733 0.3893
H -3.60671 2.78808 -5.79018 0.4305
H -4.97070 3.21754 -3.69035 0.2999
H -4.16851 0.30789 -3.52480 0.2609
H -5.25991 0.92860 -4.73571 0.4284
H -5.76768 -0.90742 -2.00148 0.1821
H -6.77131 -0.65042 -3.44869 0.3232
H -7.25602 -0.03773 -1.84371 0.2764
H -4.24872 2.55705 -1.68568 0.2850
H -3.12327 3.55183 -2.30239 0.2311
C 0.68678 -0.50001 -2.96632 -1.3387
C -0.56196 0.37602 -2.90416 0.5802
C -1.18060 0.25914 -1.49116 0.2798
O -2.08241 -0.80687 -1.49765 -0.3734
C -3.15211 -0.61494 -0.55758 -0.2232
N -0.11005 1.77459 -3.09319 -0.5967
H 0.99398 -0.57404 -4.01446 0.4141
H 0.47626 -1.49435 -2.55578 0.3097
H 1.54573 -0.17082 -2.38089 0.1564
H -1.28894 0.07281 -3.65911 0.1558
H -1.71702 1.21273 -1.36843 0.3281
H -0.37756 0.24438 -0.74991 -0.5211
H -3.92021 -1.29903 -0.89674 0.0712
H -3.51273 0.41076 -0.67435 0.2140
H -2.71893 -0.76195 0.43020 0.0426
H 0.26549 1.98193 -4.00898 0.2973
H -0.95510 2.33691 -2.97872 0.1317
```

---

No. 3
The following is a DFT calculation (ωB97M-V with the def2-TZVPD basis set) of a molecular structure, C17H46F3HgN2O17S2Zn.

frontier orbital gap (alpha / beta) = 3.54 / 7.88 eV
spin multiplicity = 2
E_HOMO (alpha / beta) = -4.1470 / -8.4977 eV
LUMO (alpha / beta) = -0.0224 / -0.0226 Eh

XYZ file:
```
89
Properties=species:S:1:pos:R:3:lowdin_spin:R:1
Hg -2.75632 -0.88222 0.41965 0.3318
Zn 0.14936 3.11953 -0.61367 0.0038
S 0.09124 0.58310 -0.99195 0.0075
O 0.91347 -0.07911 -1.99547 0.0015
O 0.91331 1.43449 -0.11169 0.0009
O -0.71036 1.65871 -1.53484 0.0010
O -0.72902 -0.34564 -0.22553 0.0328
C -2.49507 3.23868 3.13952 0.0087
F -2.37878 4.55867 3.18722 0.0023
F -1.44049 2.65966 3.74171 0.0007
F -3.59836 2.76803 3.78991 0.0017
S -2.54472 2.71366 1.29645 0.0232
O -3.66300 3.47756 0.70550 0.0028
O -1.31182 3.16720 0.68369 0.0034
O -2.67468 1.23593 1.27420 0.1052
C 2.62377 3.94570 0.35936 0.0003
C 2.78057 4.16414 -1.16763 0.0002
O 1.73254 3.42570 -1.83756 0.0005
O 1.25591 4.26731 0.72400 0.0007
H 3.29193 4.61510 0.90120 0.0000
H 2.78885 2.88335 0.53894 0.0001
H 3.74905 3.81151 -1.52232 0.0000
H 2.70936 5.19384 -1.51800 0.0000
H 1.76786 3.62794 -2.77535 0.0001
H 1.32356 4.95456 1.39087 0.0001
C 2.82122 0.11824 -4.61446 0.0001
C 3.65474 0.54608 -3.36915 0.0001
O 3.36028 -0.26118 -2.23345 0.0001
O 1.52297 0.63487 -4.65397 0.0002
H 2.68453 -0.96113 -4.54816 0.0000
H 3.29027 0.36929 -5.56581 0.0000
H 3.43528 1.61127 -3.29627 0.0000
H 4.71159 0.34551 -3.54505 0.0000
H 2.40327 -0.26010 -2.15768 0.0001
H 1.16074 0.57848 -3.76672 0.0001
C 1.32931 -3.36525 -1.13772 0.0002
C 0.85676 -4.80563 -0.86810 0.0006
O -0.39555 -4.86937 -0.20596 0.0037
O 0.59039 -2.80837 -2.10992 0.0005
H 2.38074 -3.32028 -1.42158 0.0000
H 1.26629 -2.87168 -0.16793 0.0001
H 1.55975 -5.34925 -0.23693 0.0001
H 0.88238 -5.40078 -1.78093 0.0001
H -0.83756 -5.54356 -0.72721 0.0007
H 0.62063 -1.85840 -1.97489 0.0001
C -0.93168 -2.47976 2.53599 0.0062
C -2.18638 -3.33865 2.08741 0.0284
O -2.33647 -3.09546 0.66042 0.0980
O -1.26221 -1.12816 2.37017 0.0705
H -0.04357 -2.83030 2.01017 0.0008
H -0.78312 -2.50265 3.61557 0.0007
H -3.12123 -3.07423 2.58164 0.0163
H -1.95474 -4.39639 2.21236 0.0017
H -1.73385 -3.69805 0.21846 0.0039
H -0.47141 -0.62329 2.57350 0.0016
C -2.41654 -1.56681 -3.09372 0.0023
C -3.50451 -0.63048 -2.71422 0.0054
C -4.70996 -1.32036 -2.13982 0.0117
O -4.25398 -2.08752 -1.01932 0.1059
C -5.31160 -2.95764 -0.61103 0.0219
N -3.12920 0.39821 -1.73994 0.0620
H -1.71073 -1.06387 -3.75475 0.0002
H -2.99173 -2.24557 -3.72344 0.0003
H -2.02311 -2.17735 -2.28098 0.0017
H -3.72207 -0.20974 -3.69592 0.0013
H -5.03794 -1.88538 -3.01234 0.0018
H -5.46836 -0.61325 -1.80376 0.0036
H -5.07506 -3.39664 0.35820 0.0073
H -5.48694 -3.82893 -1.24207 0.0010
H -6.21641 -2.35775 -0.51321 0.0037
H -3.78950 1.15341 -1.62254 0.0013
H -2.26861 0.83397 -2.03926 0.0013
C 2.51861 -1.03997 2.35891 0.0001
C 2.03668 0.07029 3.28000 0.0002
C 3.00681 1.21962 3.44278 0.0001
O 2.29515 2.37038 3.96616 0.0001
C 3.19818 3.45698 4.19259 0.0000
N 0.82356 0.58216 2.61799 0.0015
H 3.53259 -1.39248 2.54783 0.0000
H 2.59158 -0.55020 1.38789 0.0001
H 1.91399 -1.94488 2.29847 0.0001
H 1.69398 -0.27100 4.25681 0.0001
H 3.37303 1.44728 2.44170 0.0000
H 3.96209 0.88144 3.84426 0.0000
H 3.90137 3.24903 4.99905 0.0000
H 2.62077 4.33261 4.48917 0.0000
H 3.81644 3.70847 3.33084 0.0000
H 1.04317 0.90037 1.68493 0.0001
H 0.52673 1.37642 3.16676 0.0001
```

---

Q: Look up the spin multiplicity of the first one.
A: 1